No. 1
ORCA calculation (ωB97M-V with the def2-TZVPD basis set) on H12MnO6 as an isolated structure in a non-equilibrium geometry.

Structure (XYZ):
```
19
Properties=species:S:1:pos:R:3:forces:R:3:mulliken_charge:R:1
Mn -0.0658 0.1470 0.0408 0.3 -0.4 0.0 0.982
O 1.4610 1.5713 0.0090 0.7 1.0 -0.2 -0.405
H 1.7410 2.0540 -0.7876 0.0 -0.2 0.2 0.294
H 2.0180 1.9201 0.7254 -0.2 -0.2 -0.1 0.300
O 1.3800 -1.0701 1.3109 -0.1 -0.4 0.2 -0.459
H 2.3294 -1.1761 1.4843 -0.2 0.2 -0.1 0.302
H 0.9659 -1.8442 1.7217 0.2 0.1 0.0 0.307
O -0.8943 1.2628 1.5849 -0.6 0.6 0.7 -0.455
H -0.8200 2.2294 1.6597 0.0 -0.2 0.0 0.315
H -1.5879 1.0132 2.2188 0.2 0.1 -0.2 0.298
O -1.3297 -1.5482 0.3253 -0.6 -0.7 0.4 -0.412
H -1.7542 -2.1024 -0.3502 0.1 0.1 0.1 0.298
H -1.6558 -1.8990 1.1713 0.0 0.1 -0.2 0.298
O -1.3177 0.8417 -1.5849 -0.4 0.3 -0.5 -0.468
H -1.6549 1.7299 -1.7916 0.1 -0.2 0.1 0.286
H -1.7596 0.2552 -2.2194 0.1 0.1 0.1 0.296
O 0.8456 -0.9023 -1.5493 0.3 -0.7 -0.9 -0.407
H 0.8156 -0.7164 -2.5021 0.1 0.0 0.2 0.303
H 1.2833 -1.7660 -1.4672 0.0 0.3 0.1 0.326
```
Forces are in eV/Å.

Output
relative energy (zero: lowest compared OMol25 entry of this formula, charge and spin) = 0.274 eV
net charge = +2
molar mass = 163.03 g/mol
HOMO-LUMO gap (alpha / beta) = 10.92 / 13.20 eV
multiplicity = 6
LUMO energy (alpha / beta) = -7.00 / -6.99 eV

No. 2
ORCA calculation (ωB97M-V with the def2-TZVPD basis set) on a 5-piece molecular cluster, H12NO4 overall in a non-equilibrium geometry.

Structure (XYZ):
```
17
Properties=species:S:1:pos:R:3:forces:R:3:mulliken_charge:R:1
N 0.8984 -0.9350 -0.1133 0.0 -0.5 -0.1 -0.251
H -0.1053 -0.8844 0.1182 -0.5 -0.1 0.1 0.283
H 1.0159 -0.8896 -1.1375 -0.1 0.6 -0.1 0.313
H 1.3932 -0.2079 0.4082 0.3 0.1 -0.1 0.341
H 1.2432 -1.8531 0.1570 0.0 0.0 0.4 0.420
H -4.0088 2.0167 1.1094 -1.1 0.4 0.6 0.323
H -3.0958 1.9462 -0.0563 0.2 0.1 -0.4 0.320
O -3.1765 1.6603 0.8516 0.9 -0.5 -0.1 -0.651
H 1.8827 -0.7295 -3.3101 0.0 0.0 -0.1 0.324
H 0.4833 -0.2154 -3.6821 0.2 -0.1 0.4 0.323
O 1.0187 -0.5291 -2.9338 0.0 0.0 -0.2 -0.693
H 2.5888 1.2599 2.6953 0.1 0.2 0.4 0.321
H 3.7444 1.1281 1.6827 0.8 0.3 0.1 0.316
O 2.8312 0.9335 1.8325 -1.1 -0.7 -0.6 -0.647
H -2.5171 -1.6181 0.5968 -0.1 -0.1 0.0 0.305
H -2.3310 -0.1602 1.0762 -0.2 0.3 -0.1 0.360
O -1.8653 -0.9223 0.7053 0.5 -0.1 -0.1 -0.707
```
Forces are in eV/Å.

Output
relative energy (zero: lowest compared OMol25 entry of this formula, charge and spin) = 0.330 eV
net charge = +1
molar mass = 90.10 g/mol
HOMO-LUMO gap = 12.09 eV
multiplicity = 1
LUMO energy = -2.91 eV

No. 3
ORCA calculation (ωB97M-V with the def2-TZVPD basis set) on a 5-piece molecular cluster, H12NO4 overall in a non-equilibrium geometry.

Structure (XYZ):
```
17
Properties=species:S:1:pos:R:3:forces:R:3:mulliken_charge:R:1
N 0.1047 -0.7319 -0.2512 -1.4 -4.4 -0.6 -0.397
H 0.2449 -1.5654 -0.9228 0.0 1.9 0.6 0.409
H -0.8996 -0.4859 -0.3249 -0.7 -0.3 0.3 0.305
H 0.2728 -1.2528 0.6428 0.1 1.4 -0.4 0.400
H 0.5880 0.0953 -0.5016 1.6 0.7 0.1 0.340
H 2.7771 1.0432 0.1368 -0.1 0.4 -0.2 0.403
H 1.7618 2.2674 0.0852 0.2 0.5 0.2 0.385
O 1.9364 1.3785 -0.2393 0.2 -0.5 0.1 -0.498
H -3.2372 -1.0816 -0.5682 0.2 1.0 0.1 0.360
H -2.9931 0.4481 -1.0138 0.2 -1.7 1.4 0.375
O -2.7416 -0.2637 -0.3354 -0.1 0.8 -1.6 -0.753
H 1.6464 4.9654 1.1086 -0.2 -1.3 -0.4 0.441
H 0.3016 4.3630 1.3103 -3.2 0.5 1.2 0.387
O 1.1152 4.1084 0.9553 3.5 0.9 -0.8 -0.347
H -0.9520 -4.2963 -0.4722 0.4 -0.3 0.4 0.370
H 0.3172 -4.8717 0.2160 0.8 -1.4 0.0 0.360
O -0.2427 -4.1200 0.1745 -1.2 1.9 -0.5 -0.540
```
Forces are in eV/Å.

Output
relative energy (zero: lowest compared OMol25 entry of this formula, charge and spin) = 0.580 eV
net charge = +2
molar mass = 90.10 g/mol
HOMO-LUMO gap (alpha / beta) = 12.02 / 1.95 eV
multiplicity = 2
LUMO energy (alpha / beta) = -6.89 / -15.73 eV

No. 4
ORCA calculation (ωB97M-V with the def2-TZVPD basis set) on a 6-piece molecular cluster, H12O5S overall in a non-equilibrium geometry.

Structure (XYZ):
```
18
Properties=species:S:1:pos:R:3:forces:R:3:mulliken_charge:R:1
O 2.2047 -1.0130 1.2463 0.2 -0.1 -0.1 -0.634
H 2.6543 -0.1644 1.3387 0.1 0.0 0.1 0.333
H 1.5805 -1.0115 1.9813 -0.1 0.1 -0.1 0.334
O -0.2363 -0.6010 -0.3045 0.4 0.6 -0.6 -0.631
H 0.6912 -0.7960 -0.5095 0.0 -0.5 0.7 0.335
H -0.3262 0.2179 -0.8142 -0.4 0.0 0.0 0.328
O -1.5458 1.4169 -1.9889 0.2 0.2 0.3 -0.665
H -2.0034 0.5760 -1.8962 -0.2 -0.1 -0.3 0.329
H -1.7117 1.7617 -2.8702 -0.1 -0.2 0.0 0.314
O -0.0553 0.6926 2.5579 -0.5 0.0 -0.4 -0.640
H -0.8693 0.1714 2.5812 0.2 -0.1 0.4 0.316
H -0.1026 0.9807 1.6347 0.4 0.0 0.1 0.324
O 3.6424 1.6742 1.2761 0.3 -0.2 0.7 -0.642
H 3.3201 1.9740 0.4406 -0.4 0.3 -0.9 0.305
H 4.0759 2.4478 1.6499 0.0 -0.1 0.2 0.307
S -3.9113 -2.2935 -1.7454 0.0 0.0 -0.1 -0.316
H -3.3461 -3.4883 -1.5239 0.0 0.1 0.0 0.155
H -4.0612 -2.5455 -3.0538 0.0 0.0 0.1 0.148
```
Forces are in eV/Å.

Output
relative energy (zero: lowest compared OMol25 entry of this formula, charge and spin) = 0.576 eV
SMILES = O.O.O.O.O.S
molar mass = 124.16 g/mol
HOMO-LUMO gap = 10.36 eV
multiplicity = 1
LUMO energy = 0.43 eV

No. 5
ORCA calculation (ωB97M-V with the def2-TZVPD basis set) on a 6-piece molecular cluster, H12O5S overall in a non-equilibrium geometry.

Structure (XYZ):
```
18
Properties=species:S:1:pos:R:3:forces:R:3:mulliken_charge:R:1
O 0.4450 -1.1010 -1.7067 0.2 0.2 1.2 -0.563
H -0.0516 -0.2767 -1.7343 -0.1 -0.1 -0.2 0.314
H 0.5314 -1.4351 -2.5830 -0.1 -0.1 -1.0 0.264
O -2.1963 1.0284 -2.4671 -0.5 0.0 0.2 -0.625
H -3.0020 1.3062 -2.0036 0.4 0.2 0.0 0.315
H -2.5107 0.2325 -2.9021 0.2 -0.3 -0.2 0.315
O 2.3403 1.2120 0.2397 -0.7 0.7 0.9 -0.579
H 2.5211 1.4813 -0.6471 0.5 0.0 -1.1 0.298
H 1.6732 1.8830 0.5059 0.4 -0.8 0.3 0.274
O -1.1331 -1.5293 1.1239 -1.2 -0.2 0.6 -0.646
H -1.3696 -1.8606 2.0085 0.1 0.2 -0.6 0.301
H -0.1743 -1.4700 1.1487 0.7 0.1 0.0 0.415
O 1.5477 -1.4420 1.4034 0.9 -0.2 -0.7 -0.689
H 2.0412 -0.6780 1.0726 -0.3 0.9 0.4 0.327
H 1.8335 -2.0345 0.6956 -0.4 -0.6 0.2 0.313
S -0.5290 1.9910 1.6268 -0.7 -0.5 -0.6 -0.373
H -0.7323 1.8431 2.9288 0.0 -0.1 0.3 0.143
H -1.2347 0.8499 1.2900 0.6 0.6 0.3 0.194
```
Forces are in eV/Å.

Output
relative energy (zero: lowest compared OMol25 entry of this formula, charge and spin) = 0.522 eV
SMILES = O.O.O.O.O.S
molar mass = 124.16 g/mol
HOMO-LUMO gap = 10.11 eV
multiplicity = 1
LUMO energy = 0.46 eV

No. 6
ORCA calculation (ωB97M-V with the def2-TZVPD basis set) on a 6-piece molecular cluster, H12O6 overall in a non-equilibrium geometry.

Structure (XYZ):
```
18
Properties=species:S:1:pos:R:3:forces:R:3:mulliken_charge:R:1
O 0.4057 -2.8182 25.0685 0.4 -0.7 0.9 -0.879
H -0.0331 -3.6310 25.3865 0.0 0.7 -0.2 0.303
H -0.1376 -2.4026 24.3950 -0.6 0.3 -0.5 0.489
O -1.1792 -1.6486 23.1978 -0.8 -1.4 0.4 -0.695
H -1.2650 -1.1182 22.4293 0.2 1.2 -0.9 0.302
H -1.5813 -2.4983 22.8778 0.6 0.4 0.5 0.378
O 1.7204 -4.4231 23.3116 0.4 -0.2 -0.6 -0.634
H 2.2687 -3.7688 22.8581 0.0 -0.4 -0.1 0.323
H 1.2586 -3.8670 23.9460 -0.1 0.4 0.6 0.398
O -1.3520 -4.2105 22.4714 -0.1 0.6 -0.5 -0.706
H -2.0726 -4.8030 22.2905 -0.3 -0.5 0.0 0.273
H -0.7594 -4.6149 23.1159 0.1 -0.2 0.0 0.435
O 1.1046 -0.1774 25.7330 1.2 2.4 0.0 -0.611
H 0.3511 0.2729 26.0886 -0.5 0.4 0.3 0.301
H 0.8500 -1.0593 25.6757 -0.6 -2.7 -0.2 0.350
O -0.6309 -5.4278 24.8220 0.7 0.6 0.4 -0.630
H -0.0534 -6.1348 24.5523 0.5 -0.5 -0.1 0.322
H -1.5165 -5.7153 24.6877 -1.1 -0.5 0.0 0.282
```
Forces are in eV/Å.

Output
relative energy (zero: lowest compared OMol25 entry of this formula, charge and spin) = 0.998 eV
SMILES = O.O.O.O.O.O
molar mass = 108.09 g/mol
HOMO-LUMO gap = 10.66 eV
multiplicity = 1
LUMO energy = 0.02 eV